No. 1
A structure of composition C44H63BCaN9S4SiTe. Source: the Open Molecules 2025 dataset; level of theory: the ωB97M-V functional and the def2-TZVPD basis.

The energy above the lowest of the compared OMol25 structures with the same formula, charge and spin comes out at 141.6 kJ/mol. Its total charge is +1. Its HOMO energy is -8.2 eV. The value obtained for the frontier orbital gap is 4.5 eV.

Last column: Löwdin charge in e.
Atoms and positions in Å:
Ca (0.23129, 0.20378, 0.19506)  0.6280
C (-1.56025, 0.18450, 5.04785)  -0.0458
C (-1.22054, -0.89681, 4.07623)  -0.2838
C (-0.63515, -2.05606, 4.43595)  0.0603
C (-0.22573, -3.01691, 3.44923)  -0.2141
N (-0.52494, -2.87892, 2.20743)  0.1879
N (-1.23012, -1.75826, 1.83017)  0.0205
B (-1.91120, -1.95689, 0.54867)  -0.6046
N (-1.57047, -3.15386, -0.26464)  0.0097
N (-2.62750, -3.99288, -0.12672)  0.1982
C (-2.58512, -5.15662, -0.68527)  -0.1999
C (-1.44676, -5.54286, -1.45470)  0.0711
C (-0.38581, -4.71338, -1.59491)  -0.2367
C (0.81414, -5.08382, -2.40237)  -0.0617
C (-0.42748, -3.42946, -0.93390)  -0.6332
S (0.88173, -2.38047, -0.99356)  0.6840
C (-3.77332, -6.08576, -0.50850)  -0.5487
C (-4.34466, -6.42054, -1.89378)  -0.0339
C (-3.29321, -7.36982, 0.18157)  -0.0329
C (-4.85897, -5.42727, 0.34058)  -0.0619
N (-3.24652, -1.32404, 0.34082)  -0.0322
N (-4.18968, -1.51458, 1.26171)  0.2026
C (-5.35222, -0.96481, 1.04892)  -0.1832
C (-5.59818, -0.22402, -0.14072)  0.0961
C (-4.62040, -0.02478, -1.07084)  -0.2172
C (-4.79909, 0.77048, -2.32059)  -0.0352
C (-3.34824, -0.57781, -0.76412)  -0.6091
S (-1.89027, -0.37792, -1.60950)  0.7408
C (-6.38412, -1.16549, 2.15290)  -0.5430
C (-7.70661, -0.47386, 1.82701)  -0.0567
C (-6.62675, -2.67039, 2.33380)  -0.0405
C (-5.81127, -0.57675, 3.45108)  -0.0377
C (-1.44493, -0.67059, 2.66800)  -0.6987
S (-1.83996, 0.81252, 2.03244)  0.7506
C (0.57658, -4.24497, 3.84434)  -0.5431
C (-0.23125, -5.05690, 4.86579)  -0.0325
C (0.87335, -5.11601, 2.62411)  -0.0482
C (1.89671, -3.77802, 4.47526)  -0.0274
H (-1.40474, -0.15040, 6.07092)  0.0909
H (-2.59596, 0.50359, 4.92285)  0.0812
H (-0.93086, 1.05574, 4.85587)  0.0844
H (-0.42113, -2.25035, 5.47877)  0.1304
H (-1.43766, -6.51209, -1.93608)  0.1269
H (0.69611, -6.07380, -2.83760)  0.0870
H (1.71081, -5.06435, -1.78200)  0.0794
H (0.97339, -4.35528, -3.19869)  0.0871
H (-3.62158, -6.94770, -2.51837)  0.0815
H (-4.65507, -5.51439, -2.41746)  0.0939
H (-5.21725, -7.06526, -1.78304)  0.0928
H (-2.52864, -7.88615, -0.40108)  0.0818
H (-4.13243, -8.05500, 0.30711)  0.0931
H (-2.88288, -7.15070, 1.16952)  0.0897
H (-5.24008, -4.52336, -0.13676)  0.0785
H (-4.47994, -5.15036, 1.32482)  0.0792
H (-5.68713, -6.12492, 0.47146)  0.0932
H (-6.57707, 0.20541, -0.30219)  0.1217
H (-5.82882, 1.10099, -2.43510)  0.0893
H (-4.51308, 0.17628, -3.18993)  0.0915
H (-4.14226, 1.64226, -2.30257)  0.0933
H (-8.16076, -0.86984, 0.91610)  0.0904
H (-7.58591, 0.60637, 1.72124)  0.0923
H (-8.40823, -0.64673, 2.64277)  0.0932
H (-7.05387, -3.10925, 1.42938)  0.0876
H (-7.32787, -2.83505, 3.15318)  0.0920
H (-5.69553, -3.18771, 2.56257)  0.0727
H (-5.60740, 0.49055, 3.33993)  0.0917
H (-4.88303, -1.08005, 3.72400)  0.0740
H (-6.52849, -0.70581, 4.26264)  0.0918
H (-1.19569, -5.35778, 4.45149)  0.0930
H (-0.41038, -4.49603, 5.78448)  0.0816
H (0.31973, -5.95897, 5.13338)  0.0930
H (-0.04755, -5.45997, 2.15064)  0.0797
H (1.44921, -5.98855, 2.93493)  0.0928
H (1.44956, -4.56892, 1.87569)  0.0755
H (1.73328, -3.13243, 5.33981)  0.0857
H (2.50169, -3.22357, 3.75456)  0.0784
H (2.46832, -4.64506, 4.80891)  0.0946
N (3.21141, -1.46218, 0.79649)  -0.0664
N (3.95658, -0.55417, 1.59926)  -0.0907
C (3.28191, 0.35554, 2.31840)  -0.8235
N (3.93839, 1.41517, 2.76233)  0.1519
S (1.63355, 0.12062, 2.68053)  0.6472
H (2.57388, -1.95270, 1.42513)  0.0150
H (3.87201, -2.14097, 0.43057)  0.0823
H (4.82279, -0.26964, 1.16384)  0.1032
H (4.88976, 1.60766, 2.49487)  0.1252
H (3.41516, 2.16510, 3.19968)  0.0692
C (4.81066, 1.51085, -3.35731)  -0.4310
Te (3.87335, 0.61236, -1.64309)  1.2318
C (2.12309, 0.57388, -2.89654)  -0.4509
C (2.39830, 1.52452, -4.03270)  -0.3066
C (1.36288, 1.96266, -4.85340)  -0.0487
C (1.60937, 2.86603, -5.87261)  -0.0762
C (2.89780, 3.34406, -6.07762)  -0.0740
C (3.93206, 2.90952, -5.26477)  -0.0357
C (3.69099, 1.99646, -4.24156)  -0.2996
H (5.41272, 0.75613, -3.86038)  0.0532
H (5.46136, 2.32310, -3.04022)  0.0537
H (1.25978, 0.92367, -2.32100)  -0.0091
H (1.94388, -0.44170, -3.24747)  0.0413
H (0.35473, 1.60528, -4.67633)  0.1165
H (0.79656, 3.21121, -6.49796)  0.1045
H (3.09364, 4.06113, -6.86357)  0.1050
H (4.93607, 3.28615, -5.41924)  0.1163
C (1.44082, 3.93482, -1.74596)  -0.2570
Si (0.77417, 3.14688, -0.14306)  0.4976
C (-0.82295, 4.16003, 0.16891)  -0.2680
C (1.96360, 3.81219, 1.20242)  -0.3230
C (1.55960, 3.85234, 2.54321)  -0.1432
C (2.39733, 4.31923, 3.55009)  -0.1167
C (3.68490, 4.74931, 3.24023)  -0.1176
C (4.11316, 4.70950, 1.91926)  -0.1047
C (3.26050, 4.24874, 0.91918)  -0.1145
H (1.55555, 5.01706, -1.62666)  0.0348
H (0.74768, 3.76811, -2.57516)  0.0175
H (2.40489, 3.52669, -2.05927)  -0.0082
H (-0.63418, 5.23542, 0.10183)  0.0259
H (-1.26287, 3.95838, 1.15034)  -0.0060
H (-1.57853, 3.90476, -0.58086)  0.0070
H (0.56292, 3.51336, 2.80953)  0.0885
H (2.04505, 4.35520, 4.57407)  0.1023
H (4.33821, 5.12340, 4.01842)  0.0997
H (5.10764, 5.05645, 1.66302)  0.0997
H (3.61508, 4.24088, -0.10601)  0.0870

No. 2
A structure of composition C44H63GeMnN6O4P3. Source: the Open Molecules 2025 dataset; level of theory: the ωB97M-V functional and the def2-TZVPD basis.

Its total charge is +1. As for the spin multiplicity: 5. Its HOMO energy (spin up / spin down) is -10.1 / -9.9 eV. The value obtained for the frontier orbital gap (spin up / spin down) is 6.3 / 7.3 eV. As for the expectation value of S²: 6.42.

Last column: Löwdin charge in e.
Atoms and positions in Å:
Mn (-1.42850, -0.54335, 0.03783)  0.5009
C (-2.45429, -4.70648, -0.34923)  -0.0972
C (-1.01042, -4.23345, -0.54750)  -0.5050
C (-0.25765, -5.30273, -1.35277)  -0.1051
P (-0.72177, -2.54260, -1.26521)  1.0404
C (1.10762, -2.60905, -1.47078)  -0.3595
N (1.72715, -1.31873, -1.28998)  -0.1926
Ge (1.15481, -0.18932, 0.10378)  0.8910
N (1.74239, 1.59742, -0.03575)  -0.1601
C (0.91155, 2.72398, -0.41372)  -0.4260
P (-0.48385, 2.35605, -1.55388)  1.0417
C (0.21498, 2.58092, -3.25312)  -0.5463
C (0.53123, 4.00095, -3.71913)  -0.1070
C (1.46079, 1.71079, -3.38161)  -0.1237
C (-1.46041, 3.90472, -1.23685)  -0.5688
C (-2.61963, 4.02172, -2.23306)  -0.1176
C (-0.70529, 5.23353, -1.12276)  -0.0962
C (2.86935, 1.95047, 0.72745)  -0.2268
C (3.07886, 3.20658, 1.29389)  -0.0250
C (4.21263, 3.43923, 2.06653)  -0.0738
C (5.14086, 2.43966, 2.29777)  -0.0725
C (4.94954, 1.18780, 1.72325)  0.0000
C (3.83838, 0.96150, 0.93834)  -0.1765
N (3.55208, -0.28430, 0.28994)  -0.0548
C (3.93213, -0.41976, -1.08539)  -0.1751
C (5.13387, 0.01458, -1.60947)  -0.0012
C (5.43572, -0.26296, -2.93737)  -0.0707
C (4.53844, -0.98372, -3.71075)  -0.0710
C (3.31234, -1.38275, -3.19376)  -0.0246
C (2.98189, -1.07614, -1.87876)  -0.2395
C (3.73585, -1.46493, 1.08655)  -0.1770
C (4.87350, -2.24463, 1.05654)  -0.0027
C (4.98030, -3.33917, 1.90788)  -0.0747
C (3.94440, -3.61808, 2.78269)  -0.0752
C (2.78588, -2.84769, 2.79695)  -0.0185
C (2.65677, -1.76921, 1.92250)  -0.2233
N (1.52440, -0.95767, 1.81066)  -0.1640
C (0.48247, -1.21166, 2.76958)  -0.3857
P (-1.01196, -0.23254, 2.40222)  1.0014
C (-0.62322, 1.53886, 2.77446)  -0.5231
C (0.54150, 1.74289, 3.74227)  -0.0847
C (-1.88145, 2.29994, 3.19947)  -0.0991
C (-2.24669, -0.86514, 3.61081)  -0.5169
C (-2.58881, -2.33316, 3.32549)  -0.0978
C (-1.81745, -0.69344, 5.06990)  -0.0910
C (-1.41219, -2.50942, -2.97128)  -0.5244
C (-0.80400, -1.34661, -3.75298)  -0.1061
C (-2.93750, -2.41387, -2.98985)  -0.0903
H (-2.44992, -5.52298, 0.37500)  0.0890
H (-2.84975, -5.11399, -1.28111)  0.0832
H (-3.12972, -3.93704, 0.00276)  0.0432
H (-0.53282, -4.14719, 0.43691)  0.1050
H (-0.63512, -5.35994, -2.37512)  0.0792
H (-0.44128, -6.27509, -0.89292)  0.0906
H (0.82046, -5.15641, -1.38693)  0.0653
H (1.33958, -3.03125, -2.45144)  0.0948
H (1.47738, -3.32699, -0.72506)  0.0906
H (1.54428, 3.48908, -0.88008)  0.0991
H (0.46100, 3.21107, 0.46474)  0.0661
H (-0.56114, 2.17105, -3.90917)  0.1022
H (1.26092, 4.48421, -3.06508)  0.0797
H (-0.35063, 4.63664, -3.79161)  0.0550
H (0.97836, 3.94936, -4.71424)  0.0903
H (2.31483, 2.17261, -2.87991)  0.0880
H (1.71919, 1.58208, -4.43387)  0.0929
H (1.32132, 0.72522, -2.94828)  0.0295
H (-1.84432, 3.72877, -0.22116)  0.0649
H (-2.28428, 4.51810, -3.14469)  0.0724
H (-3.43187, 4.62645, -1.82480)  0.0841
H (-3.03132, 3.05229, -2.51943)  0.0692
H (-0.20544, 5.51374, -2.04820)  0.0532
H (0.03572, 5.22096, -0.32336)  0.0690
H (-1.42195, 6.02387, -0.88672)  0.0917
H (2.36872, 4.01066, 1.16131)  0.0996
H (4.35767, 4.42080, 2.49930)  0.1085
H (6.00909, 2.62836, 2.91406)  0.1074
H (5.65650, 0.38436, 1.88989)  0.1219
H (5.83396, 0.55081, -0.98067)  0.1215
H (6.37699, 0.06480, -3.35738)  0.1074
H (4.78231, -1.22155, -4.73808)  0.1087
H (2.61003, -1.90441, -3.83228)  0.1035
H (5.67146, -1.99472, 0.36769)  0.1224
H (5.86847, -3.95552, 1.89275)  0.1068
H (4.02626, -4.45242, 3.46738)  0.1084
H (1.99848, -3.10415, 3.49207)  0.0998
H (0.82524, -0.98012, 3.78467)  0.1029
H (0.15282, -2.26123, 2.77986)  0.0874
H (-0.31089, 1.92984, 1.80080)  0.0537
H (0.34654, 1.29330, 4.71733)  0.0747
H (0.69849, 2.81192, 3.90026)  0.0903
H (1.46879, 1.32416, 3.34609)  0.0695
H (-2.16006, 2.06633, 4.22707)  0.0747
H (-2.74148, 2.07828, 2.56461)  0.0519
H (-1.69277, 3.37410, 3.15220)  0.0881
H (-3.14156, -0.26030, 3.43251)  0.1086
H (-1.80354, -2.99205, 3.70156)  0.0788
H (-2.74000, -2.53468, 2.26625)  0.0486
H (-3.50906, -2.59696, 3.84802)  0.0943
H (-0.93157, -1.29019, 5.29414)  0.0813
H (-2.61814, -1.04721, 5.72173)  0.0926
H (-1.60927, 0.34173, 5.33575)  0.0570
H (-1.09241, -3.44776, -3.43586)  0.1106
H (-1.02172, -0.39340, -3.26167)  0.0525
H (-1.24196, -1.30997, -4.75212)  0.0930
H (0.27836, -1.42911, -3.85930)  0.0567
H (-3.26021, -1.42916, -2.64318)  0.0752
H (-3.43168, -3.15996, -2.37280)  0.0653
H (-3.28940, -2.52974, -4.01619)  0.0920
O (-7.47739, -0.76491, 0.19221)  0.1435
C (-7.14748, 0.50939, 0.30413)  -0.4966
O (-7.95753, 1.38600, 0.44921)  0.1193
C (-5.69388, 0.85523, 0.23393)  -0.0315
C (-5.24215, 2.15521, 0.28398)  0.0263
N (-3.90594, 2.10909, 0.19516)  0.0229
N (-3.43466, 0.85962, 0.08742)  0.0613
C (-4.52023, 0.09132, 0.11786)  -0.1377
C (-4.29804, -1.37742, 0.07782)  -0.5531
O (-5.23777, -2.15861, 0.00660)  0.0902
O (-3.06084, -1.70620, 0.14132)  -0.2324
H (-6.68565, -1.34779, 0.08164)  0.0636
H (-5.79426, 3.07649, 0.37379)  0.1500
H (-3.26873, 2.88414, 0.18914)  0.1060

Number 1: DFT total energy -137687.579 eV. Number 2: DFT total energy -179482.795 eV.